Entry 1:
{"formula": "C19H13FO2", "method": "ωB97M-V/def2-TZVPD", "elements": ["O", "F", "O", "C", "C", "C", "C", "C", "C", "C", "C", "C", "C", "C", "C", "C", "C", "C", "C", "C", "C", "C", "H", "H", "H", "H", "H", "H", "H", "H", "H", "H", "H", "H", "H"], "coordinates": [[0.2941, 3.2531, 2.6737], [1.8327, 0.1096, -2.9126], [-0.0106, 0.9830, 2.2703], [-0.1901, 2.3462, 2.0124], [-2.2993, 3.7554, -0.9636], [-2.7201, 2.5200, -1.2986], [-1.4253, 3.7526, 0.1761], [-2.4272, 1.2954, -0.6354], [3.4804, -2.9741, -1.9317], [0.2510, -1.9721, 1.4574], [3.1347, -1.8817, -2.6733], [-1.0318, 2.6059, 0.8038], [-1.4904, 1.4282, 0.4061], [-0.0911, -0.8132, 0.7047], [2.9250, -3.3131, -0.7293], [1.2069, -2.8235, 0.9086], [0.4899, -0.5387, -0.5078], [2.1551, -0.9819, -2.2264], [1.8496, -2.5129, -0.2434], [1.4814, -1.3811, -1.0279], [-2.1278, -0.0073, 2.2800], [-0.9015, 0.3770, 1.3228], [-2.5361, 4.5579, -1.6114], [-3.3762, 2.7743, -2.0427], [-1.0569, 4.7764, 0.5760], [-2.7396, 0.2729, -0.8871], [4.1662, -3.6684, -2.3313], [-0.2822, -2.1651, 2.4103], [3.7911, -1.6612, -3.5821], [3.1351, -4.3178, -0.3014], [1.4944, -3.7487, 1.4321], [0.1962, 0.3216, -1.1483], [-1.8271, -0.2111, 3.3271], [-2.8914, 0.7717, 2.3710], [-2.4588, -0.9297, 1.9219]], "largest_force_ha_per_bohr": 0.1019, "e_above_lowest_kcal_mol": 7.2, "smiles": "C[C@]1(c2ccc3cccc(F)c3c2)OC(=O)c2ccccc21", "homo_ev": -8.397, "energy_ev": -26724.8228}



Entry 2:
{"formula": "C19H13N4O3S2Tl", "method": "ωB97M-V/def2-TZVPD", "elements": ["Tl", "N", "C", "C", "C", "C", "C", "C", "S", "N", "C", "C", "C", "C", "C", "C", "N", "H", "H", "H", "H", "H", "H", "H", "H", "H", "O", "S", "O", "N", "C", "O", "C", "C", "C", "C", "C", "C", "H", "H", "H", "H"], "coordinates": [[1.3324, 1.6993, -1.6437], [-3.1188, 0.4394, 0.0789], [-3.4680, -0.9017, 0.3075], [-4.8160, -1.2660, 0.4966], [-5.1451, -2.6129, 0.3262], [-4.1500, -3.5899, 0.0860], [-2.8064, -3.2110, 0.0447], [-2.4613, -1.8619, 0.1726], [-0.8062, -1.4657, -0.0715], [-0.7715, 0.1897, -0.1958], [-1.8773, 0.9028, -0.2154], [-1.7888, 2.3126, -0.6693], [-2.8965, 2.8686, -1.3501], [-2.9241, 4.2438, -1.5860], [-1.7778, 5.0135, -1.3289], [-0.6850, 4.3403, -0.7952], [-0.6432, 3.0335, -0.4441], [-3.8669, 1.0881, -0.0312], [-5.5485, -0.5161, 0.7545], [-6.1821, -2.9171, 0.4389], [-4.4231, -4.6337, -0.1375], [-2.0299, -3.9563, -0.0859], [-3.7412, 2.2610, -1.6303], [-3.7822, 4.7415, -2.0218], [-1.7425, 6.0729, -1.5793], [0.2363, 4.8744, -0.5577], [7.2039, 0.2256, 1.5946], [6.4136, -0.0805, 0.4348], [7.0683, -0.7904, -0.6348], [5.4880, 1.2313, -0.0033], [4.1978, 1.0483, 0.2111], [3.3268, 1.9433, -0.0438], [3.8788, -0.3200, 0.8188], [2.6685, -0.9527, 1.0729], [2.6218, -2.3408, 1.1744], [3.7940, -3.1144, 1.0429], [5.0202, -2.4824, 0.8674], [5.0272, -1.1117, 0.7882], [1.7779, -0.3264, 1.1916], [1.6623, -2.8409, 1.2999], [3.7627, -4.2190, 1.1042], [5.9716, -3.0184, 0.7191]], "largest_force_ha_per_bohr": 0.0558, "e_above_lowest_kcal_mol": 6.8, "homo_ev": -8.050, "energy_ev": -58379.5604}



Entry 3:
{"formula": "C19H14AuN2O8S2", "method": "ωB97M-V/def2-TZVPD", "elements": ["Au", "O", "C", "O", "C", "C", "C", "C", "C", "C", "N", "C", "C", "C", "C", "C", "C", "N", "H", "H", "H", "H", "H", "H", "H", "H", "H", "H", "O", "S", "O", "O", "C", "C", "C", "C", "C", "C", "S", "O", "O", "O", "H", "H", "H", "H"], "coordinates": [[-0.1602, 0.3336, 0.0549], [-6.3560, -2.4925, 3.2887], [-5.2335, -3.2027, 3.4994], [-5.2674, -4.2496, 4.0747], [-3.9440, -2.6237, 2.9805], [-3.7466, -1.2653, 2.7677], [-2.5282, -0.8006, 2.3001], [-1.5064, -1.7069, 2.0612], [-1.6946, -3.0721, 2.2571], [-2.9104, -3.5222, 2.7299], [-0.2704, -1.2060, 1.5687], [0.8536, -1.7107, 1.8788], [2.0745, -1.1812, 1.2540], [3.3343, -1.6455, 1.5697], [4.4315, -1.0865, 0.9223], [4.2289, -0.0879, -0.0112], [2.9319, 0.3321, -0.2773], [1.8903, -0.2085, 0.3432], [-6.1998, -1.7461, 2.6987], [-4.5246, -0.5434, 2.9832], [-2.3748, 0.2563, 2.1260], [-0.9161, -3.7789, 2.0012], [-3.0868, -4.5751, 2.9010], [0.9373, -2.5175, 2.6028], [3.4547, -2.4272, 2.3074], [5.4308, -1.4314, 1.1493], [5.0551, 0.3704, -0.5348], [2.7165, 1.1121, -0.9960], [-2.2225, 3.3973, -1.1950], [-1.7601, 2.0728, -1.4113], [-2.1641, 1.0635, -0.3671], [-0.2701, 1.8997, -1.4879], [-2.4306, 1.5157, -2.9444], [-3.1657, 2.4166, -3.7022], [-3.7055, 2.0197, -4.9162], [-3.5061, 0.7281, -5.3762], [-2.7571, -0.1753, -4.6334], [-2.2294, 0.2276, -3.4265], [-2.0920, -1.9470, -1.9937], [-3.4149, -1.6209, -1.5371], [-1.4099, -0.6412, -2.6936], [-1.0608, -2.4026, -1.0955], [-3.3125, 3.4186, -3.3246], [-4.2820, 2.7228, -5.5004], [-3.9257, 0.4167, -6.3229], [-2.5753, -1.1798, -4.9924]], "largest_force_ha_per_bohr": 0.0034, "spin_multiplicity": 3, "e_above_lowest_kcal_mol": 0.0, "charge": 1, "s_squared": 2.009, "homo_ev": [-12.019, -12.420], "energy_ev": -64644.5644}



Entry 4:
{"formula": "C19H14BrF6N5O2PPtS", "method": "ωB97M-V/def2-TZVPD", "elements": ["Pt", "S", "C", "N", "N", "C", "C", "C", "C", "C", "C", "N", "N", "C", "C", "C", "C", "C", "C", "H", "H", "H", "H", "H", "H", "H", "H", "H", "H", "H", "Br", "C", "C", "C", "C", "C", "N", "C", "O", "O", "H", "H", "H", "F", "P", "F", "F", "F", "F", "F"], "coordinates": [[0.3624, 0.1272, -0.7457], [2.2447, 2.1710, 1.0932], [2.8425, -2.8272, -0.9204], [3.7930, -3.5546, -1.0785], [4.3568, -4.4973, -0.3102], [3.9626, -4.8597, 0.9884], [3.1832, -4.0442, 1.7992], [2.8220, -4.4898, 3.0669], [3.2488, -5.7208, 3.5341], [4.0466, -6.5202, 2.7244], [4.3974, -6.1007, 1.4558], [2.1033, -1.8203, -0.8571], [0.7682, -1.7848, -1.0538], [-0.0793, -2.8734, -1.0329], [-1.4188, -2.6252, -1.3874], [-2.3353, -3.6533, -1.3803], [-1.9459, -4.9387, -1.0181], [-0.6256, -5.1893, -0.6623], [0.3095, -4.1751, -0.6695], [5.0283, -5.0552, -0.8032], [2.8621, -3.0581, 1.4904], [2.2029, -3.8509, 3.6796], [2.9648, -6.0561, 4.5222], [4.3890, -7.4841, 3.0776], [5.0032, -6.7337, 0.8178], [-1.7159, -1.6273, -1.6742], [-3.3619, -3.4508, -1.6529], [-2.6705, -5.7418, -1.0017], [-0.3247, -6.1826, -0.3575], [1.3101, -4.4001, -0.3405], [3.5828, 3.8963, 0.9273], [0.7644, 2.8731, 0.4240], [0.3227, 4.1518, 0.7334], [-0.8460, 4.6237, 0.1662], [-1.5547, 3.8208, -0.7121], [-1.0699, 2.5598, -0.9649], [0.0591, 2.0935, -0.4117], [-1.7263, 1.6009, -1.9168], [-2.6678, 1.9217, -2.5943], [-1.1677, 0.4107, -1.9382], [0.8961, 4.7571, 1.4190], [-1.2002, 5.6159, 0.4114], [-2.4631, 4.1340, -1.2056], [-0.7312, 0.8101, 2.0484], [-0.0533, -0.5440, 2.6305], [0.8066, 0.3317, 3.6530], [-0.8367, -1.4044, 1.5103], [0.7059, -1.8761, 3.1085], [-1.2297, -0.7499, 3.6778], [1.2090, -0.3222, 1.4918]], "largest_force_ha_per_bohr": 0.0154, "spin_multiplicity": 2, "e_above_lowest_kcal_mol": 1.8, "s_squared": 0.782, "homo_ev": [-8.507, -8.597], "energy_ev": -141196.6573}



no.,M (g mol⁻¹)
1,292.31
2,613.86
3,659.43
4,796.37